# 1
Entry from OMol25: a 2-piece molecular cluster, C4H6BrF3 overall (wB97M-V/def2-TZVPD).

Element x y z (Å)
Br 2.0161 -0.8541 -2.1875
F -0.0650 0.5782 -3.2181
F 0.3870 1.3073 1.6257
F 1.3984 1.7908 -2.1755
C 0.6503 -0.9608 0.9740
C 0.7409 0.6075 -2.1312
C -1.6246 0.2838 0.8597
C -0.1802 0.2251 1.1082
H 1.2068 -0.9767 0.0108
H -1.9595 1.3133 0.7380
H 1.4277 -0.9954 1.7371
H -1.8810 -0.2998 -0.0231
H -2.1682 -0.1508 1.7063
H 0.0514 -1.8684 0.9754

largest force on an atom = 1.6 eV/A
E_tot = -82436.384 eV
charge = 0

natural (NBO) charges in e: number 1, Br, carries 0.01; number 2, F, carries -0.34; number 3, F, carries -0.32; number 4, F, carries -0.34; number 5, C, carries -0.73; number 6, C, carries 0.57; number 7, C, carries -0.71; number 8, C, carries 0.47; number 9, H, carries 0.24; number 10, H, carries 0.24; number 11, H, carries 0.23; number 12, H, carries 0.23; number 13, H, carries 0.22; number 14, H, carries 0.23


# 2
Entry from OMol25: an isolated molecule of C4H6BrFO (wB97M-V/def2-TZVPD).

Element x y z (Å)
Br -3.0116 -0.1976 -0.0623
F 0.3348 2.3663 -0.7205
O 1.0231 0.7808 0.8371
C 1.1944 -0.3915 0.1433
C -1.1017 -0.1863 -0.5131
C 0.0326 1.5354 0.3182
C -0.1563 -1.1787 0.0478
H -0.9983 0.1339 -1.5939
H 2.0887 -0.9395 0.7544
H -0.4395 -1.5629 1.0767
H -0.6822 1.8966 1.0759
H -0.0108 -2.0614 -0.4755
H 1.7267 -0.1953 -0.8882

largest force on an atom = 4.9 eV/A
relative energy (zero: lowest compared OMol25 entry of this formula, charge and spin) = 244.74 kJ/mol
E_tot = -79049.769 eV
charge = 0

natural (NBO) charges in e: number 1, Br, carries 0.01; number 2, F, carries -0.34; number 3, O, carries -0.52; number 4, C, carries -0.06; number 5, C, carries -0.34; number 6, C, carries 0.53; number 7, C, carries -0.52; number 8, H, carries 0.22; number 9, H, carries 0.20; number 10, H, carries 0.23; number 11, H, carries 0.17; number 12, H, carries 0.23; number 13, H, carries 0.18


# 3
Entry from OMol25: a 2-piece molecular cluster, C4H6BrFO overall (wB97M-V/def2-TZVPD).

Element x y z (Å)
Br 3.4302 0.5862 0.0087
F 2.1329 -1.5607 -0.6736
O -2.3206 0.8059 -1.2481
C 2.4887 -0.9669 0.4476
C -0.4359 0.5130 0.2742
C 0.2945 -0.1784 1.1548
C -1.3865 -0.0954 -0.6977
H 0.1295 -1.2339 1.2978
H 0.9338 0.3174 1.8627
H -0.8175 -0.5337 -1.5354
H -0.3075 1.5850 0.1839
H -2.2021 1.6759 -0.8536
H -1.9394 -0.9145 -0.2214

largest force on an atom = 1.3 eV/A
relative energy (zero: lowest compared OMol25 entry of this formula, charge and spin) = 367.14 kJ/mol
E_tot = -79048.500 eV
charge = 0

natural (NBO) charges in e: number 1, Br, carries 0.03; number 2, F, carries -0.35; number 3, O, carries -0.71; number 4, C, carries 0.28; number 5, C, carries -0.18; number 6, C, carries -0.43; number 7, C, carries -0.11; number 8, H, carries 0.21; number 9, H, carries 0.22; number 10, H, carries 0.18; number 11, H, carries 0.19; number 12, H, carries 0.47; number 13, H, carries 0.18


# 4
Entry from OMol25: an isolated molecule of C4H6BrI (wB97M-V/def2-TZVPD).

Element x y z (Å)
I -1.2899 -0.8831 1.5890
Br 0.7615 0.9861 -3.0746
C 0.9706 -0.6295 -0.7008
C -2.0105 0.7106 0.7188
C 0.7557 0.6092 -1.1414
C 1.0990 -0.8758 0.7461
H 0.4656 1.4161 -0.4162
H 0.9961 -1.5008 -1.3667
H 1.7376 -0.0387 1.3424
H -2.8747 0.3770 -0.0074
H 1.4896 -1.8693 1.0155
H -2.1005 1.6983 1.2952

largest force on an atom = 3.1 eV/A
relative energy (zero: lowest compared OMol25 entry of this formula, charge and spin) = 363.46 kJ/mol
E_tot = -82383.320 eV
charge = 0

natural (NBO) charges in e: number 1, I, carries 0.65; number 2, Br, carries 0.02; number 3, C, carries -0.32; number 4, C, carries -0.97; number 5, C, carries -0.23; number 6, C, carries -0.52; number 7, H, carries 0.24; number 8, H, carries 0.23; number 9, H, carries 0.23; number 10, H, carries 0.23; number 11, H, carries 0.21; number 12, H, carries 0.23


# 5
Entry from OMol25: an isolated molecule of C4H6BrN (wB97M-V/def2-TZVPD).

Element x y z (Å)
Br -0.4011 1.3295 -1.7798
N 1.4444 -1.2845 -2.2080
C 1.1366 -1.1374 -0.9821
C -0.3629 0.0385 0.7379
C -1.2075 1.1368 1.3278
C 0.1411 -0.0066 -0.5132
H -0.0884 -0.6695 1.5080
H -2.1750 0.7640 1.9053
H 1.6688 -1.6234 -0.1729
H 2.1259 -2.0841 -2.2697
H -1.6145 1.7607 0.5383
H -0.6675 1.7760 1.9084

largest force on an atom = 9.6 eV/A
relative energy (zero: lowest compared OMol25 entry of this formula, charge and spin) = 57.97 kJ/mol
E_tot = -75772.563 eV
⟨S²⟩ = 2.020
spin multiplicity = 3
charge = 0

natural (NBO) charges in e: number 1, Br, carries 0.14; number 2, N, carries -0.60; number 3, C, carries -0.01; number 4, C, carries -0.18; number 5, C, carries -0.66; number 6, C, carries -0.06; number 7, H, carries 0.20; number 8, H, carries 0.22; number 9, H, carries 0.17; number 10, H, carries 0.33; number 11, H, carries 0.22; number 12, H, carries 0.22


# 6
Entry from OMol25: an isolated ion of composition C4H6BrN2 and charge +1 (wB97M-V/def2-TZVPD).

Element x y z (Å)
Br 2.1828 1.8540 0.4275
N -0.6778 1.8793 0.7194
N 0.1873 -0.1222 -0.2629
C 0.5391 -2.1690 -1.3705
C 1.0155 -1.2077 -0.5735
C -0.6162 3.1016 0.5215
C 0.5350 1.0818 0.1064
H -1.3911 3.8177 0.9323
H -0.4668 -2.1629 -1.7173
H 2.0896 -1.1834 -0.7142
H 0.1215 3.4680 -0.0488
H -0.8371 -0.2367 -0.1360
H 1.1315 -2.9621 -1.7241

largest force on an atom = 4.4 eV/A
relative energy (zero: lowest compared OMol25 entry of this formula, charge and spin) = 270.78 kJ/mol
E_tot = -77258.099 eV
SMILES = C=C/[NH+]=C(\Br)N=C
charge = +1

natural (NBO) charges in e: number 1, Br, carries 0.28; number 2, N, carries -0.41; number 3, N, carries -0.48; number 4, C, carries -0.25; number 5, C, carries -0.12; number 6, C, carries 0.04; number 7, C, carries 0.37; number 8, H, carries 0.23; number 9, H, carries 0.20; number 10, H, carries 0.26; number 11, H, carries 0.17; number 12, H, carries 0.47; number 13, H, carries 0.23


# 7
Entry from OMol25: a 2-piece molecular cluster, C4H6BrN3O2 overall (wB97M-V/def2-TZVPD).

Element x y z (Å)
Br 1.3542 0.7731 1.7930
O -2.2154 -0.7457 -1.9038
O -3.2042 -3.1617 1.3468
N -1.7649 -2.1335 -0.1070
N -0.2068 -0.7121 -0.8699
N 0.7423 -0.0989 -0.6817
C 1.6925 2.3190 0.8953
C -1.5014 -1.1109 -0.9964
C -2.9650 -2.5893 0.3127
C 2.6889 2.3088 -0.2176
H 1.6124 3.2550 1.5606
H 3.2054 3.2833 -0.3407
H -1.0552 -2.3041 0.5917
H -3.8028 -2.4466 -0.3977
H 3.2308 1.3647 0.1298
H 2.1891 1.9989 -1.1153

largest force on an atom = 3.6 eV/A
relative energy (zero: lowest compared OMol25 entry of this formula, charge and spin) = 401.22 kJ/mol
E_tot = -82848.442 eV
charge = 0

natural (NBO) charges in e: number 1, Br, carries 0.10; number 2, O, carries -0.54; number 3, O, carries -0.55; number 4, N, carries -0.64; number 5, N, carries -0.14; number 6, N, carries 0.07; number 7, C, carries -0.26; number 8, C, carries 0.68; number 9, C, carries 0.54; number 10, C, carries -0.70; number 11, H, carries 0.20; number 12, H, carries 0.24; number 13, H, carries 0.41; number 14, H, carries 0.14; number 15, H, carries 0.23; number 16, H, carries 0.23


# 8
Entry from OMol25: a 2-piece molecular cluster, C4H6BrNO overall (wB97M-V/def2-TZVPD).

Element x y z (Å)
Br 3.5595 -0.4155 -0.0263
O -1.5209 0.5844 -0.3613
N -0.1247 -2.6335 -0.3647
C -1.2456 -0.5516 0.4135
C 1.6007 1.6114 -0.5249
C 2.1990 0.9489 0.4548
C -0.8130 -1.6436 -0.1888
H 0.7974 2.2741 -0.4083
H 2.0635 1.1583 1.4822
H -0.9680 0.4763 -1.1403
H -0.5173 -3.4086 -0.8975
H -1.9928 -0.4991 1.1277
H 1.7747 1.5181 -1.6305

largest force on an atom = 2.9 eV/A
relative energy (zero: lowest compared OMol25 entry of this formula, charge and spin) = 304.62 kJ/mol
E_tot = -77821.667 eV
SMILES = N=C=CO.C=CBr
charge = 0

natural (NBO) charges in e: number 1, Br, carries -0.01; number 2, O, carries -0.68; number 3, N, carries -0.58; number 4, C, carries -0.08; number 5, C, carries -0.43; number 6, C, carries -0.21; number 7, C, carries 0.29; number 8, H, carries 0.21; number 9, H, carries 0.22; number 10, H, carries 0.46; number 11, H, carries 0.37; number 12, H, carries 0.21; number 13, H, carries 0.21


# 9
Entry from OMol25: an isolated ion of composition C4H6BrO3 and charge -1 (wB97M-V/def2-TZVPD).

Element x y z (Å)
Br -0.6580 2.1496 1.0987
O -1.1232 -1.6595 -0.4165
O -2.4968 0.1010 -0.2744
O 1.0395 -0.0580 0.3772
C -0.0795 0.4494 -0.1321
C 0.3325 1.0521 -1.4952
C 0.8505 -1.0593 1.4056
C -1.4207 -0.4449 -0.2980
H 1.6486 -1.8351 1.3271
H 0.8669 -0.5178 2.2979
H 1.1079 1.6884 -1.3043
H 0.6602 0.1198 -2.0772
H -0.1109 -1.4922 1.3108
H -0.6168 1.5066 -1.8197

largest force on an atom = 4.3 eV/A
relative energy (zero: lowest compared OMol25 entry of this formula, charge and spin) = 154.23 kJ/mol
E_tot = -80431.369 eV
SMILES = CO[C@](C)(Br)C(=O)[O-]
charge = -1

natural (NBO) charges in e: number 1, Br, carries -0.31; number 2, O, carries -0.78; number 3, O, carries -0.70; number 4, O, carries -0.55; number 5, C, carries 0.33; number 6, C, carries -0.67; number 7, C, carries -0.26; number 8, C, carries 0.71; number 9, H, carries 0.17; number 10, H, carries 0.17; number 11, H, carries 0.20; number 12, H, carries 0.22; number 13, H, carries 0.23; number 14, H, carries 0.23


# 10
Entry from OMol25: a 2-piece molecular cluster, C4H6BrO3 overall (wB97M-V/def2-TZVPD).

Element x y z (Å)
Br 2.0223 -1.2292 -1.2028
O -0.7557 -0.7185 1.5717
O -0.8148 1.2390 -0.7486
O -0.2447 -2.3850 0.0464
C 1.5076 0.9360 0.7446
C -1.8730 1.0228 -1.3123
C 1.0602 -0.3708 0.2403
C 0.0320 -1.1340 0.7167
H -1.9614 1.0987 -2.4792
H -2.7563 0.7736 -0.7024
H 2.6258 1.0865 0.6935
H 0.8832 1.6541 0.0753
H 1.2415 0.9436 1.8054
H -0.9665 -2.9168 0.5512

largest force on an atom = 2.9 eV/A
relative energy (zero: lowest compared OMol25 entry of this formula, charge and spin) = 358.55 kJ/mol
E_tot = -80429.252 eV
charge = -1

natural (NBO) charges in e: number 1, Br, carries -0.12; number 2, O, carries -0.78; number 3, O, carries -0.49; number 4, O, carries -0.78; number 5, C, carries -0.66; number 6, C, carries 0.24; number 7, C, carries -0.33; number 8, C, carries 0.61; number 9, H, carries 0.09; number 10, H, carries 0.12; number 11, H, carries 0.19; number 12, H, carries 0.23; number 13, H, carries 0.23; number 14, H, carries 0.47